Here is a structure of composition C12H14FIN2Zr from OMol25. Energies are from ωB97M-V/def2-TZVPD.

E_LUMO, Eh: -0.315
Charge: +2
M, g mol⁻¹: 423.4
Maximum force, eV Å⁻¹: 2.49
Energy relative to the best compared isomer or geometry (same formula, charge and spin), kJ/mol: 78.8
E_tot, eV: -27736.4603

XYZ file:
```
31
Properties=species:S:1:pos:R:3:forces:R:3
C 2.420 2.808 1.540 -0.6 0.5 -0.1
C 3.241 1.602 1.146 0.0 0.0 0.5
H 2.150 3.480 0.712 0.1 -0.4 0.0
H 2.940 3.503 2.205 0.2 -0.4 0.2
H 1.484 2.596 2.126 0.4 0.2 0.1
H 2.741 0.919 0.376 0.9 0.1 0.2
H 4.159 1.953 0.697 0.1 -0.2 -0.6
H 3.551 1.032 2.024 -0.3 -0.4 -0.2
C -2.434 1.276 0.420 -0.7 0.4 -0.4
C -3.724 1.066 -0.055 0.1 -0.2 0.3
C -3.908 0.053 -0.999 -0.4 0.4 -0.1
C -2.822 -0.727 -1.376 1.4 -0.8 -0.5
H -2.187 1.956 1.262 -0.6 -0.6 -1.0
H -4.526 1.694 0.347 0.1 -0.5 -0.2
H -4.900 -0.155 -1.417 0.4 0.1 0.2
H -2.849 -1.609 -2.009 -0.9 0.3 0.0
N -1.392 0.689 -0.192 1.7 -1.4 1.2
C -1.527 -0.437 -0.957 -1.4 0.7 0.6
C -0.388 -1.410 -1.021 0.5 -0.4 0.3
N 0.778 -1.019 -0.383 -0.9 0.2 -0.8
C 1.796 -1.924 -0.303 -0.6 0.2 -0.2
C 0.424 -3.691 -1.286 0.4 0.9 0.0
C 1.636 -3.239 -0.715 -0.3 -0.6 -0.1
H 2.736 -1.543 0.101 -0.3 -0.4 0.0
H 2.430 -3.966 -0.569 0.1 0.3 0.0
C -0.565 -2.733 -1.507 -0.1 0.9 0.4
H -1.505 -3.006 -1.998 0.5 0.1 0.3
H 0.264 -4.740 -1.584 0.2 0.7 0.2
Zr 0.595 1.151 0.654 -1.7 0.5 1.5
I -0.542 3.790 0.389 0.6 -0.6 -0.4
F -0.076 0.632 2.370 1.0 0.4 -1.6
```
Positions in Å, forces in eV/Å.